# 1
DFT (ωB97M-V with the def2-TZVPD basis set) results for a structure of composition C42H40AsIrN6OPS in a non-equilibrium geometry.

The geometry in XYZ format:
```
93
Properties=species:S:1:pos:R:3:mulliken_charge:R:1
Ir 0.149 -0.395 0.828 1.675
C 4.419 -3.039 3.018 -0.792
N 3.614 -2.281 2.048 0.119
C 3.991 -1.995 0.767 -0.858
C 2.975 -1.292 0.194 -0.394
N 1.983 -1.158 1.133 0.372
C 2.393 -1.771 2.255 -0.097
P 1.461 -1.759 3.833 -0.189
C -0.125 -2.358 3.147 0.080
N -0.735 -1.889 2.046 0.347
C -1.959 -2.499 1.990 -0.184
C -2.072 -3.352 3.048 -0.803
N -0.918 -3.251 3.762 0.162
C -0.617 -4.009 4.984 -0.773
C 1.015 0.019 3.694 -0.036
N 0.468 0.563 2.598 0.518
C 0.169 1.872 2.881 -0.809
C 0.542 2.109 4.170 -0.595
N 1.064 0.946 4.661 0.157
C 1.594 0.768 6.020 -0.771
H 5.294 -3.420 2.498 0.341
H 3.840 -3.874 3.401 0.343
H 4.735 -2.385 3.828 0.343
H 4.935 -2.319 0.363 0.496
H 2.901 -0.896 -0.806 0.450
H -2.709 -2.290 1.245 0.324
H -2.877 -4.002 3.346 0.486
H -1.427 -4.713 5.148 0.335
H -0.553 -3.333 5.834 0.333
H 0.313 -4.558 4.858 0.338
H -0.319 2.523 2.173 0.728
H 0.457 2.996 4.775 0.546
H 1.613 1.741 6.502 0.341
H 2.605 0.371 5.973 0.350
H 0.947 0.101 6.585 0.328
C 5.229 3.646 -0.489 -0.659
C 4.846 2.863 -1.588 -0.563
C 3.615 2.128 -1.593 -0.048
C 2.747 2.223 -0.531 0.664
C 3.174 2.961 0.593 -0.264
C 4.393 3.694 0.601 -0.685
As 0.960 1.406 -0.626 0.640
C 0.904 0.892 -2.470 1.050
C 1.040 -0.435 -2.861 -0.412
C 1.162 -0.747 -4.205 -1.015
C 1.145 0.265 -5.158 -0.824
C 0.992 1.592 -4.767 -1.052
C 0.882 1.908 -3.429 -0.551
C -0.279 2.889 -0.569 0.768
C -1.449 2.768 -1.317 -0.585
C -2.391 3.784 -1.293 -0.811
C -2.178 4.918 -0.518 -0.790
C -1.010 5.043 0.227 -0.813
C -0.064 4.031 0.206 -0.441
H 6.165 4.187 -0.509 0.483
H 5.476 2.823 -2.468 0.503
H 3.389 1.518 -2.460 0.501
H 2.586 2.953 1.505 0.274
H 4.651 4.276 1.476 0.510
H 1.060 -1.245 -2.133 0.253
H 1.284 -1.777 -4.509 0.512
H 1.257 0.022 -6.206 0.492
H 0.974 2.380 -5.507 0.516
H 0.770 2.946 -3.135 0.550
H -1.611 1.888 -1.926 0.478
H -3.287 3.698 -1.893 0.529
H -2.915 5.709 -0.502 0.450
H -0.833 5.934 0.814 0.489
H 0.843 4.167 0.783 0.381
O -1.154 -0.669 -0.608 -0.317
S -1.975 -1.910 -1.173 -0.074
C -3.663 -1.472 -0.785 0.476
C -4.615 -2.440 -1.086 -0.546
C -5.944 -2.162 -0.811 -0.774
C -6.298 -0.946 -0.235 -0.554
C -5.329 0.002 0.063 -0.938
C -3.991 -0.256 -0.205 0.358
C -1.960 -1.830 -2.921 0.798
C -2.335 -0.690 -3.635 -0.061
C -2.392 -0.768 -4.990 -0.869
C -2.092 -1.967 -5.637 -0.518
C -1.725 -3.098 -4.914 -0.872
C -1.648 -3.035 -3.546 -0.367
H -4.336 -3.387 -1.534 0.496
H -6.703 -2.896 -1.043 0.474
H -7.337 -0.743 -0.012 0.464
H -5.616 0.948 0.502 0.484
H -3.231 0.478 0.025 0.333
H -2.619 0.223 -3.127 0.280
H -2.703 0.095 -5.562 0.510
H -2.158 -2.021 -6.716 0.480
H -1.505 -4.028 -5.418 0.485
H -1.362 -3.908 -2.974 0.511
```

As for the spin multiplicity: 2. For the energy, the calculation gives -5106.50968 Eh. The value obtained for the HOMO-LUMO gap (alpha / beta) is 7.23 / 3.65 eV. As for the LUMO energy (alpha / beta): -10.9 / -14.5 eV. As for the total charge: +4. Its expectation value of S² is 0.77.

# 2
DFT (ωB97M-V with the def2-TZVPD basis set) results for a structure of composition C42H40F6N5SSbY in a non-equilibrium geometry.

The geometry in XYZ format:
```
96
Properties=species:S:1:pos:R:3:mulliken_charge:R:1
Y -0.738 0.354 -0.529 -0.638
C -2.220 4.167 -2.782 -1.215
C -2.096 2.876 -2.251 -0.326
N -1.312 2.589 -1.236 0.852
C -0.603 3.594 -0.631 -0.657
C -0.740 4.935 -1.049 1.190
C -1.546 5.186 -2.180 -0.682
C -0.148 5.983 -0.306 -0.962
C 0.490 5.666 0.854 -0.894
C 0.670 4.327 1.257 -1.139
C 0.240 3.254 0.489 0.364
N 0.426 1.911 0.745 1.210
C 1.252 1.466 1.761 -0.463
C 2.408 2.081 2.205 -0.051
C 3.142 1.586 3.304 -1.075
C 2.745 0.472 3.983 -0.970
C 1.615 -0.240 3.514 1.299
C 1.163 -1.433 4.123 -1.034
C 0.103 -2.108 3.598 -1.327
C -0.502 -1.609 2.429 -0.328
N -0.120 -0.501 1.841 1.794
C 0.905 0.223 2.387 -0.369
H -2.850 4.328 -3.646 0.462
H -2.659 2.058 -2.676 0.674
H -1.638 6.205 -2.540 0.400
H -0.259 7.008 -0.638 0.403
H 0.882 6.454 1.486 0.383
H 1.165 4.140 2.196 0.771
H 2.770 2.956 1.686 0.910
H 4.032 2.119 3.618 0.421
H 3.282 0.114 4.853 0.443
H 1.674 -1.797 5.008 0.429
H -0.270 -3.021 4.044 0.523
H -1.323 -2.148 1.971 -0.079
N 1.343 -0.799 -0.630 -0.020
S 2.278 -0.944 -1.914 0.552
C 3.888 -0.316 -1.499 0.264
C 4.322 0.804 -2.193 -0.269
C 5.560 1.354 -1.878 -0.640
C 6.335 0.785 -0.878 -0.477
C 5.882 -0.334 -0.183 -0.821
C 4.655 -0.893 -0.494 -0.389
C 2.691 -2.670 -2.136 0.648
C 3.535 -3.024 -3.181 -0.626
C 3.812 -4.364 -3.393 -0.638
C 3.238 -5.333 -2.575 -0.477
C 2.379 -4.963 -1.550 -0.705
C 2.093 -3.620 -1.330 -0.063
H 1.828 -1.110 0.208 0.015
H 3.693 1.240 -2.962 0.471
H 5.914 2.226 -2.413 0.425
H 7.299 1.214 -0.635 0.404
H 6.491 -0.773 0.599 0.424
H 4.300 -1.771 0.036 0.371
H 3.969 -2.260 -3.819 0.443
H 4.469 -4.656 -4.203 0.412
H 3.453 -6.380 -2.747 0.389
H 1.919 -5.720 -0.926 0.425
H 1.397 -3.312 -0.557 0.151
F 0.408 1.142 -2.829 -0.692
Sb -0.382 -0.086 -4.086 2.525
F -1.014 1.418 -4.989 -0.565
F 1.254 -0.167 -4.965 -0.557
F -1.232 -1.184 -5.331 -0.547
F -0.069 -1.633 -3.075 -0.624
F -1.867 0.015 -2.859 -0.647
C -4.348 2.081 1.243 -1.567
C -3.800 1.283 2.430 0.362
C -2.403 1.778 2.827 -1.072
C -3.842 -0.215 2.218 0.716
C -4.332 -1.005 3.240 -0.786
C -4.425 -2.393 3.116 -1.189
C -4.072 -3.011 1.911 -0.685
C -3.568 -2.283 0.855 0.739
C -3.261 -3.004 -0.446 0.035
C -3.985 -2.385 -1.648 -1.496
C -1.755 -3.136 -0.707 -1.026
C -3.334 -0.847 1.010 0.273
N -2.641 -0.175 0.126 -0.369
H -4.407 3.140 1.509 0.477
H -5.349 1.742 0.968 0.409
H -3.699 1.975 0.374 0.020
H -4.463 1.471 3.279 0.652
H -1.700 1.678 2.000 0.154
H -2.008 1.212 3.676 0.336
H -2.446 2.833 3.111 0.566
H -4.662 -0.531 4.159 0.406
H -4.803 -2.987 3.940 0.380
H -4.208 -4.083 1.797 0.441
H -3.652 -4.018 -0.322 0.628
H -3.687 -1.349 -1.795 0.043
H -5.067 -2.419 -1.502 0.411
H -3.744 -2.943 -2.557 0.475
H -1.297 -2.153 -0.728 0.070
H -1.560 -3.613 -1.668 0.757
H -1.265 -3.720 0.080 0.359
```

As for the spin multiplicity: 2. For the energy, the calculation gives -3174.49209 Eh. The value obtained for the HOMO-LUMO gap (alpha / beta) is 6.86 / 6.01 eV. As for the LUMO energy (alpha / beta): 0.0 / -0.8 eV. Its expectation value of S² is 0.80.

# 3
DFT (ωB97M-V with the def2-TZVPD basis set) results for a structure of composition C42H40FeNS2Sb in a non-equilibrium geometry.

The geometry in XYZ format:
```
87
Properties=species:S:1:pos:R:3:mulliken_charge:R:1
Fe -1.425 -1.163 1.408 -0.543
C 1.459 -1.170 3.670 -1.538
C -0.030 -1.167 3.668 1.178
C -0.735 0.028 3.653 -0.646
C -2.115 0.033 3.656 0.007
C -2.810 -1.159 3.664 -1.058
C -2.121 -2.356 3.655 -0.308
C -0.742 -2.357 3.653 -0.582
H 1.837 -1.151 2.647 0.208
H 1.852 -2.062 4.163 0.421
H 1.856 -0.304 4.201 0.406
H -0.192 0.960 3.655 0.400
H -2.646 0.972 3.670 0.321
H -3.889 -1.156 3.694 0.439
H -2.658 -3.290 3.668 0.441
H -0.204 -3.290 3.655 0.523
C -2.358 5.714 2.309 -1.694
C -1.223 4.825 1.758 1.903
C -0.520 4.178 2.974 -1.739
C -0.178 5.714 1.050 -1.743
C -1.800 3.807 0.758 0.039
C -2.468 4.250 -0.398 -0.349
C -3.012 3.364 -1.340 -1.542
C -2.879 1.990 -1.109 1.189
S -3.426 0.659 -2.057 -0.402
C -2.766 -0.422 -0.914 1.305
N -2.169 0.121 0.119 1.107
C -2.226 1.500 0.021 -2.367
C -1.689 2.417 0.951 0.980
C -2.820 -1.863 -1.008 0.267
C -3.409 -2.617 -2.027 -0.610
C -3.372 -4.012 -1.964 -0.878
C -2.751 -4.650 -0.889 -0.674
C -2.165 -3.893 0.126 -0.376
C -2.200 -2.501 0.065 0.476
H -1.979 6.426 3.051 0.445
H -3.134 5.109 2.793 0.370
H -2.844 6.302 1.522 0.335
H -0.127 4.941 3.656 0.507
H 0.327 3.554 2.666 0.350
H -1.211 3.554 3.554 0.289
H 0.275 6.426 1.750 0.458
H -0.617 6.302 0.236 0.347
H 0.629 5.109 0.620 0.346
H -2.579 5.316 -0.591 0.443
H -3.522 3.738 -2.222 0.419
H -1.190 1.993 1.815 0.044
H -3.897 -2.141 -2.873 0.437
H -3.829 -4.604 -2.754 0.412
H -2.724 -5.735 -0.841 0.434
H -1.680 -4.379 0.967 0.442
S 0.345 -1.163 -0.127 -0.576
Sb 1.957 -1.085 -1.368 2.081
C 1.238 -1.957 -3.188 0.655
C 1.869 -3.092 -3.712 -0.539
C 1.406 -3.666 -4.900 -0.669
C 0.311 -3.108 -5.567 -0.518
C -0.321 -1.975 -5.045 -0.754
C 0.142 -1.399 -3.858 -0.221
C 2.350 1.018 -1.624 0.594
C 3.597 1.580 -1.322 -0.257
C 3.816 2.949 -1.502 -0.777
C 2.789 3.765 -1.985 -0.534
C 1.543 3.211 -2.288 -0.817
C 1.324 1.841 -2.108 -0.137
C 3.378 -2.426 -0.464 0.375
C 4.662 -2.015 -0.088 -0.411
C 5.550 -2.925 0.495 -0.682
C 5.158 -4.250 0.706 -0.473
C 3.877 -4.665 0.332 -0.798
C 2.989 -3.755 -0.250 -0.435
H 2.717 -3.528 -3.201 0.430
H 1.895 -4.543 -5.303 0.409
H -0.047 -3.553 -6.486 0.398
H -1.169 -1.543 -5.561 0.442
H -0.354 -0.526 -3.460 0.097
H 4.400 0.969 -0.951 0.383
H 4.781 3.378 -1.267 0.418
H 2.959 4.825 -2.124 0.426
H 0.746 3.841 -2.661 0.433
H 0.356 1.423 -2.342 0.122
H 4.983 -1.000 -0.243 0.345
H 6.543 -2.603 0.784 0.420
H 5.845 -4.953 1.157 0.399
H 3.572 -5.691 0.495 0.420
H 1.999 -4.083 -0.538 0.551
H -3.111 -1.163 1.408 -0.441
```

As for the spin multiplicity: 6. For the energy, the calculation gives -3979.17329 Eh. The value obtained for the HOMO-LUMO gap (alpha / beta) is 6.51 / 7.74 eV. As for the LUMO energy (alpha / beta): -2.3 / -2.7 eV. As for the total charge: +1. Its expectation value of S² is 8.77.

# 4
DFT (ωB97M-V with the def2-TZVPD basis set) results for a structure of composition C42H40IrN7OSTe in a non-equilibrium geometry.

The geometry in XYZ format:
```
93
Properties=species:S:1:pos:R:3:mulliken_charge:R:1
Ir -0.537 0.104 -0.223 0.466
C 0.011 -3.274 2.464 -1.029
C -0.036 -2.495 1.313 0.081
N -0.370 -1.215 1.332 0.453
C -0.673 -0.609 2.517 -0.602
C -0.674 -1.347 3.728 1.394
C -0.314 -2.709 3.674 -0.710
C -1.027 -0.703 4.927 -1.010
C -1.383 0.622 4.902 -1.116
C -1.369 1.364 3.720 -0.600
C -0.981 0.798 2.501 0.682
N -0.845 1.400 1.276 0.360
C -1.057 2.699 0.878 1.029
C -1.414 3.818 1.632 -0.520
C -1.500 5.088 1.058 -1.306
C -1.230 5.306 -0.268 -0.845
C -0.907 4.215 -1.096 0.944
C -0.634 4.349 -2.473 -0.868
C -0.368 3.230 -3.222 -0.745
C -0.373 1.982 -2.607 0.118
N -0.608 1.829 -1.315 0.317
C -0.857 2.918 -0.532 -0.444
H 0.288 -4.316 2.397 0.484
H 0.189 -2.918 0.344 0.292
H -0.307 -3.297 4.582 0.469
H -1.035 -1.262 5.853 0.434
H -1.680 1.110 5.820 0.419
H -1.683 2.387 3.777 0.429
H -1.633 3.744 2.680 0.342
H -1.780 5.924 1.685 0.383
H -1.282 6.298 -0.694 0.440
H -0.631 5.333 -2.923 0.455
H -0.158 3.297 -4.279 0.521
H -0.178 1.079 -3.167 0.264
N 1.996 0.367 2.335 -0.184
N 3.239 0.366 1.727 -0.519
C 3.364 0.479 0.396 0.437
N 4.614 0.567 -0.089 -0.376
S 2.101 0.480 -0.717 -0.054
H 1.805 1.253 2.789 0.242
H 1.918 -0.389 3.001 0.266
H 4.075 0.404 2.295 0.205
H 5.421 0.679 0.502 0.189
H 4.710 0.735 -1.076 0.190
C 5.660 -6.504 -4.778 -1.575
C 4.581 -5.608 -4.239 0.730
C 4.717 -4.984 -3.005 -1.035
C 3.723 -4.162 -2.488 0.871
C 3.922 -3.543 -1.124 -1.442
C 2.572 -3.939 -3.253 -0.113
Te 1.110 -2.483 -2.420 0.553
N -0.735 -1.282 -1.721 -0.420
C -2.027 -1.497 -1.646 0.191
O -2.667 -0.742 -0.839 -0.726
C -2.801 -2.477 -2.456 0.180
C -4.160 -2.206 -2.631 -0.554
C -4.959 -3.082 -3.344 -0.643
C -4.413 -4.238 -3.882 -0.442
C -3.067 -4.519 -3.700 -0.969
C -2.262 -3.641 -2.993 0.359
C 1.605 -1.135 -3.983 0.905
C 2.945 -0.766 -4.034 -0.558
C 3.389 0.175 -4.945 -0.837
C 2.482 0.759 -5.817 -0.750
C 1.161 0.344 -5.811 -0.501
C 0.697 -0.617 -4.911 0.287
C -0.725 -1.094 -4.998 -0.719
C 2.394 -4.584 -4.477 1.046
C 1.142 -4.433 -5.298 -0.903
C 3.412 -5.403 -4.957 -0.779
H 6.517 -6.531 -4.107 0.353
H 5.992 -6.157 -5.757 0.354
H 5.283 -7.521 -4.898 0.345
H 5.620 -5.145 -2.426 0.296
H 4.913 -3.784 -0.740 0.416
H 3.183 -3.927 -0.416 0.318
H 3.817 -2.458 -1.158 0.137
H -4.568 -1.306 -2.193 0.469
H -6.012 -2.870 -3.470 0.412
H -5.037 -4.921 -4.443 0.397
H -2.650 -5.432 -4.104 0.442
H -1.219 -3.876 -2.835 0.453
H 3.648 -1.232 -3.353 0.527
H 4.436 0.447 -4.977 0.464
H 2.803 1.527 -6.508 0.412
H 0.462 0.765 -6.523 0.449
H -1.272 -0.546 -5.765 0.458
H -1.241 -0.967 -4.050 -0.064
H -0.750 -2.155 -5.253 0.063
H 0.361 -3.933 -4.726 -0.642
H 0.772 -5.409 -5.611 0.601
H 1.343 -3.850 -6.199 0.342
H 3.281 -5.895 -5.915 0.463
```

As for the spin multiplicity: 2. For the energy, the calculation gives -2853.34914 Eh. The value obtained for the HOMO-LUMO gap (alpha / beta) is 6.27 / 5.16 eV. As for the LUMO energy (alpha / beta): -2.9 / -4.0 eV. As for the total charge: +1. Its expectation value of S² is 0.77.

# 5
DFT (ωB97M-V with the def2-TZVPD basis set) results for a cluster of 2 separate species, C42H40N2O4 in total in a non-equilibrium geometry.

The geometry in XYZ format:
```
88
Properties=species:S:1:pos:R:3:mulliken_charge:R:1
C 7.116 2.436 3.284 -0.708
C 5.985 1.413 3.301 -0.368
N 5.213 1.547 2.060 0.215
C 3.984 0.827 2.005 -0.137
C 3.885 -0.533 2.378 -0.191
C 2.663 -1.185 2.348 -1.318
C 1.449 -0.516 1.997 0.597
C 0.211 -1.219 2.101 -0.426
C -1.091 -0.650 2.163 0.894
C -1.323 0.717 2.509 -1.097
C -2.595 1.263 2.509 -0.083
C -3.727 0.479 2.205 0.002
N -5.031 1.072 2.153 0.106
C -5.399 1.786 3.390 -0.348
C -6.777 2.415 3.252 -0.657
O -6.831 3.246 2.089 -0.369
C -6.634 2.469 0.905 -0.608
C -5.251 1.835 0.911 -0.377
C -3.533 -0.900 1.930 -0.561
C -2.259 -1.446 1.920 -0.804
C 1.590 0.830 1.527 -0.859
C 2.815 1.480 1.545 -0.229
C 6.034 1.450 0.846 -0.376
C 7.179 2.452 0.927 -0.631
O 7.937 2.258 2.125 -0.367
H 6.671 3.451 3.325 0.350
H 7.801 2.264 4.127 0.345
H 6.421 0.400 3.392 0.292
H 5.324 1.614 4.153 0.389
H 4.792 -1.067 2.674 0.384
H 2.602 -2.238 2.624 0.437
H 0.270 -2.308 2.115 0.367
H -0.486 1.354 2.782 0.735
H -2.731 2.324 2.735 0.352
H -5.407 1.060 4.215 0.353
H -4.672 2.587 3.616 0.279
H -7.536 1.608 3.228 0.358
H -6.953 3.111 4.085 0.340
H -7.389 1.664 0.799 0.346
H -6.702 3.201 0.088 0.329
H -4.501 2.644 0.812 0.299
H -5.154 1.141 0.066 0.339
H -4.417 -1.513 1.742 0.470
H -2.116 -2.507 1.708 0.322
H 0.718 1.359 1.146 0.708
H 2.896 2.527 1.244 0.460
H 6.470 0.435 0.751 0.283
H 5.403 1.669 -0.024 0.389
H 7.902 2.270 0.118 0.332
H 6.750 3.473 0.867 0.331
C -0.724 -2.220 9.696 -0.403
C -0.294 -1.937 8.394 -0.661
C -0.337 -2.931 7.414 -0.154
C -0.752 -4.233 7.749 -0.473
C -0.671 -5.304 6.736 -0.051
C -1.661 -5.276 5.669 -0.201
C -1.687 -6.356 4.606 0.396
C -2.135 -7.637 4.911 -0.029
C -2.213 -8.599 3.897 -0.656
C -1.862 -8.251 2.583 -0.461
C -1.444 -6.946 2.283 -0.528
C -1.381 -5.987 3.299 -0.386
O -2.523 -4.393 5.631 -0.762
C 0.369 -6.305 6.750 0.654
C 1.165 -6.533 8.024 0.263
C 1.741 -5.499 8.764 -0.073
C 2.453 -5.771 9.936 -0.692
C 2.660 -7.100 10.327 -0.403
C 2.160 -8.146 9.536 -0.491
C 1.432 -7.861 8.382 -0.482
O 0.692 -6.982 5.763 -0.721
C -1.243 -4.492 9.040 0.277
C -1.220 -3.491 10.013 -0.779
H -0.684 -1.443 10.465 0.362
H 0.073 -0.944 8.125 0.356
H -0.029 -2.753 6.381 0.482
H -2.398 -7.867 5.946 0.421
H -2.537 -9.614 4.141 0.352
H -1.910 -9.001 1.791 0.348
H -1.162 -6.663 1.266 0.337
H -1.067 -4.958 3.113 0.509
H 1.601 -4.469 8.432 0.472
H 2.836 -4.943 10.536 0.379
H 3.211 -7.320 11.241 0.357
H 2.330 -9.189 9.812 0.346
H 1.051 -8.661 7.744 0.397
H -1.624 -5.496 9.241 0.434
H -1.586 -3.716 11.017 0.373
```

For the energy, the calculation gives -2034.74464 Eh. The value obtained for the HOMO-LUMO gap is 2.08 eV. As for the LUMO energy: -3.7 eV.